No. 1
A structure of composition C2H6NO5S2 in a non-equilibrium geometry, computed with wB97M-V/def2-TZVPD.

## Properties
HOMO energy (spin up / spin down): -2.1 / -5.5 eV
Kohn-Sham gap (spin up / spin down): 0.217 / 0.246 Eh
electronic energy: -35566.2158 eV
⟨S²⟩: 2.01

Structure (ORCA input):
```
! RIJCOSX wB97M-V def2-TZVPD def2/J DEFGRID3
* xyz -1 3
C 1.498 0.410 -0.113
C -0.529 -0.523 -1.296
N 0.085 0.113 -0.158
O 0.944 -1.943 1.712
O 0.000 2.597 0.644
O -1.268 -2.196 0.753
O -1.204 0.778 1.765
O -1.970 1.522 -0.373
S -0.399 -1.384 1.554
S -0.842 1.422 0.527
H 1.935 0.438 -1.081
H 1.703 1.456 0.269
H 1.798 -0.514 0.450
H -1.217 0.091 -1.681
H 0.390 -0.810 -2.014
H -0.922 -1.455 -0.959
*
```

No. 2
A cluster of 2 separate species, C2H6NOS in total in a non-equilibrium geometry, computed with wB97M-V/def2-TZVPD.

## Properties
HOMO energy: -3.0 eV
relative energy (zero: lowest compared OMol25 entry of this formula, charge and spin): 106.2 kJ/mol
Kohn-Sham gap: 0.262 Eh
electronic energy: -16545.2293 eV

Structure (ORCA input):
```
! RIJCOSX wB97M-V def2-TZVPD def2/J DEFGRID3
* xyz -1 1
C 0.396 1.969 0.883
S 1.506 0.605 1.138
H 0.935 2.915 0.765
H -0.170 1.843 -0.080
H -0.359 2.145 1.683
C -1.430 -1.158 -0.785
N -0.278 -0.508 -1.019
O -1.893 -2.028 -1.523
H -1.909 -0.700 0.162
H 0.382 -0.186 -0.204
H 0.243 -1.183 -1.678
*
```

No. 3
A structure of composition C2H6NP in a non-equilibrium geometry, computed with wB97M-V/def2-TZVPD.

## Properties
HOMO energy (spin up / spin down): -7.6 / -7.6 eV
relative energy (zero: lowest compared OMol25 entry of this formula, charge and spin): 370.6 kJ/mol
Kohn-Sham gap (spin up / spin down): 0.281 / 0.281 Eh
electronic energy: -12944.8903 eV

Structure (ORCA input):
```
! RIJCOSX wB97M-V def2-TZVPD def2/J DEFGRID3
* xyz 0 1
C 0.604 -0.236 -2.009
C -1.043 0.034 1.694
N 1.774 -0.470 -1.983
P -0.053 0.077 0.246
H -0.038 0.176 -2.791
H -2.005 0.605 1.287
H -1.226 -0.971 1.922
H 2.175 -0.510 -1.076
H 1.438 -0.288 0.418
H 0.167 1.427 -0.210
*
```

No. 4
A cluster of 2 separate species, C2H6NS in total in a non-equilibrium geometry, computed with wB97M-V/def2-TZVPD.

## Properties
HOMO energy (spin up / spin down): -9.8 / -9.8 eV
relative energy (zero: lowest compared OMol25 entry of this formula, charge and spin): 166.3 kJ/mol
Kohn-Sham gap (spin up / spin down): 0.390 / 0.264 Eh
electronic energy: -14493.5070 eV
⟨S²⟩: 0.75

Structure (ORCA input):
```
! RIJCOSX wB97M-V def2-TZVPD def2/J DEFGRID3
* xyz 0 2
S 2.483 0.107 -1.657
H 2.921 0.457 -0.444
C 0.050 0.471 0.684
C -1.707 -0.794 -0.006
N -1.356 0.075 0.846
H 0.541 0.742 1.621
H 0.663 -0.304 0.211
H 0.129 1.271 -0.058
H -2.691 -0.721 -0.485
H -1.034 -1.306 -0.713
*
```

No. 5
A cluster of 2 separate species, C2H6NS in total in a non-equilibrium geometry, computed with wB97M-V/def2-TZVPD.

## Properties
HOMO energy (spin up / spin down): -14.3 / -13.8 eV
relative energy (zero: lowest compared OMol25 entry of this formula, charge and spin): 421.7 kJ/mol
Kohn-Sham gap (spin up / spin down): 0.312 / 0.325 Eh
electronic energy: -14484.3443 eV

Structure (ORCA input):
```
! RIJCOSX wB97M-V def2-TZVPD def2/J DEFGRID3
* xyz 1 1
C 0.642 0.772 -0.141
C -0.472 -0.120 0.162
N 0.638 -0.610 -0.650
S -0.888 -0.903 1.655
H 0.532 1.559 -0.877
H 1.382 0.992 0.622
H -2.216 0.165 -1.096
H 0.493 -0.766 -1.647
H 1.289 -1.285 -0.241
H -1.400 0.195 2.213
*
```

No. 6
The ion C2H6NS3 with charge +1 in a non-equilibrium geometry, computed with wB97M-V/def2-TZVPD.

## Properties
HOMO energy: -12.9 eV
SMILES string: [NH3+][C@@]1(S)CSS1
relative energy (zero: lowest compared OMol25 entry of this formula, charge and spin): 103.4 kJ/mol
Kohn-Sham gap: 0.318 Eh
electronic energy: -36158.5777 eV

Structure (ORCA input):
```
! RIJCOSX wB97M-V def2-TZVPD def2/J DEFGRID3
* xyz 1 1
N -0.718 -0.650 -0.789
C 0.048 0.495 0.121
S -1.495 1.400 0.836
C 0.888 -0.250 1.060
S 2.485 -0.122 0.016
S 1.227 1.222 -0.956
H -1.665 -0.992 -0.473
H 0.032 -1.452 -0.941
H -0.859 -0.157 -1.710
H -1.882 1.532 -0.477
H 1.094 0.264 2.011
H 0.845 -1.289 1.303
*
```

No. 7
The molecule C2H6O in a non-equilibrium geometry, computed with wB97M-V/def2-TZVPD.

## Properties
HOMO energy: -10.3 eV
SMILES string: CCO
relative energy (zero: lowest compared OMol25 entry of this formula, charge and spin): 111.3 kJ/mol
Kohn-Sham gap: 0.407 Eh
electronic energy: -4217.3137 eV

Structure (ORCA input):
```
! RIJCOSX wB97M-V def2-TZVPD def2/J DEFGRID3
* xyz 0 1
C -1.247 -0.262 0.021
C 0.073 0.508 0.037
O 1.259 -0.261 -0.168
H -2.035 0.487 0.110
H -1.282 -0.892 0.839
H -1.665 -0.669 -1.002
H 0.109 1.244 -0.720
H 0.134 1.084 0.942
H 1.712 -0.644 0.824
*
```

No. 8
The molecule C2H6O in a non-equilibrium geometry, computed with wB97M-V/def2-TZVPD.

## Properties
HOMO energy: -10.3 eV
SMILES string: CCO
relative energy (zero: lowest compared OMol25 entry of this formula, charge and spin): 39.1 kJ/mol
Kohn-Sham gap: 0.419 Eh
electronic energy: -4218.0619 eV

Structure (ORCA input):
```
! RIJCOSX wB97M-V def2-TZVPD def2/J DEFGRID3
* xyz 0 1
C 0.896 -0.242 0.069
C -0.395 0.582 -0.011
O -1.533 -0.266 0.154
H 1.831 0.277 -0.225
H 0.676 -1.222 -0.584
H 0.907 -0.532 1.181
H -0.449 1.254 0.822
H -0.521 1.177 -0.927
H -1.411 -1.029 -0.480
*
```

No. 9
A structure of composition C2H6O10S2Zn in a non-equilibrium geometry, computed with wB97M-V/def2-TZVPD.

## Properties
HOMO energy: -1.4 eV
relative energy (zero: lowest compared OMol25 entry of this formula, charge and spin): 533.4 kJ/mol
Kohn-Sham gap: 0.186 Eh
electronic energy: -92731.5873 eV

Structure (ORCA input):
```
! RIJCOSX wB97M-V def2-TZVPD def2/J DEFGRID3
* xyz -2 1
Zn 0.257 0.596 0.330
S -1.582 3.488 0.218
O -0.160 3.231 -0.024
O -1.945 2.081 0.423
O -1.772 4.140 1.493
O -2.202 4.083 -0.958
S 3.021 0.562 2.339
O 2.849 0.228 0.908
O 1.654 0.966 2.662
O 3.367 -0.588 3.101
O 3.906 1.714 2.520
C -1.295 -2.419 -0.716
C -0.544 -1.973 -2.054
O -0.270 -0.610 -2.132
O -0.430 -2.028 0.385
H -1.400 -3.504 -0.746
H -2.242 -1.879 -0.755
H -1.232 -2.289 -2.838
H 0.355 -2.578 -2.174
H 0.165 -0.455 -2.974
H -0.499 -2.768 0.992
*
```

No. 10
A cluster of 2 separate species, C2H6O2 in total in a non-equilibrium geometry, computed with wB97M-V/def2-TZVPD.

## Properties
HOMO energy: -10.1 eV
SMILES string: C=O.CO
relative energy (zero: lowest compared OMol25 entry of this formula, charge and spin): 241.3 kJ/mol
Kohn-Sham gap: 0.386 Eh
electronic energy: -6263.7541 eV

Structure (ORCA input):
```
! RIJCOSX wB97M-V def2-TZVPD def2/J DEFGRID3
* xyz 0 1
C 1.094 -0.767 0.396
O 1.757 0.214 0.115
H 0.741 -0.936 1.420
H 0.931 -1.571 -0.332
C -1.004 0.266 -0.207
O -0.218 1.386 -0.524
H -1.876 0.816 -0.497
H -1.179 -0.001 0.853
H -0.986 -0.621 -0.868
H 0.739 1.213 -0.355
*
```